# 1
This record from OMol25 describes C22H30N2O3S in the gas phase in a non-equilibrium geometry. The level of theory is wB97M-V/def2-TZVPD.

Results
Energy relative to the best compared isomer or geometry (same formula, charge and spin) (kcal per mole): 10.26
Frontier orbital gap (eV): 8.63
Spin multiplicity: 1
Lowest unoccupied orbital energy (eV): 0.545

The geometry in XYZ format:
```
58
Properties=species:S:1:pos:R:3:mulliken_charge:R:1
C 4.796 0.112 4.438 -1.0817
H 4.037 -0.484 4.940 0.3223
H 5.585 0.343 5.150 0.3775
H 4.337 1.043 4.112 0.3066
C 5.363 -0.650 3.238 -1.0843
C 4.271 -0.964 2.257 0.9375
C 3.533 -2.137 2.372 -0.5277
C 2.495 -2.410 1.505 -0.8124
C 2.173 -1.503 0.496 0.4278
C 2.912 -0.326 0.371 -0.3622
C 3.945 -0.065 1.247 -0.5906
H 4.513 0.849 1.147 0.3886
H 2.657 0.366 -0.415 0.4469
C 1.074 -1.760 -0.406 0.1033
N 0.630 -0.958 -1.333 -0.4579
C -0.421 -1.610 -1.911 0.6725
C -0.582 -2.818 -1.287 0.6382
O 0.373 -2.913 -0.334 -0.3580
C -1.570 -3.909 -1.465 -1.6775
H -1.207 -4.813 -0.982 0.3854
H -2.521 -3.625 -1.012 0.3147
H -1.736 -4.101 -2.523 0.3472
C -1.237 -0.999 -2.977 -1.2507
H -0.861 -0.006 -3.209 0.4794
H -1.268 -1.612 -3.877 0.6003
S -3.021 -0.905 -2.399 0.2950
O -2.987 -0.868 -0.929 -0.6403
C -3.333 0.839 -2.925 -0.7809
C -2.323 1.839 -2.370 0.4172
O -1.727 2.601 -3.105 -0.6777
N -2.214 1.802 -1.036 0.1148
H -2.596 0.997 -0.547 0.4393
C -1.300 2.650 -0.292 -0.6117
C -2.112 3.387 0.781 -0.8525
C -1.279 4.008 1.904 -0.8395
H -0.327 4.366 1.511 0.3486
H -1.819 4.876 2.290 0.3856
C -1.042 3.050 3.070 -0.7393
C -0.044 1.931 2.781 -0.9860
C -0.378 1.086 1.553 0.0072
C -0.121 1.826 0.240 -0.2941
H 0.741 2.482 0.370 0.5791
H 0.145 1.100 -0.532 -0.0432
H 0.259 0.200 1.574 -0.0458
H -1.412 0.741 1.603 0.3076
H 0.001 1.280 3.658 0.3933
H 0.952 2.360 2.646 0.3292
H -0.673 3.622 3.926 0.3792
H -1.999 2.610 3.362 0.2936
H -2.829 2.690 1.220 0.2794
H -2.690 4.166 0.280 0.5024
H -0.911 3.373 -1.018 0.4665
H -4.334 1.080 -2.566 0.4477
H -3.318 0.858 -4.013 0.4041
H 1.925 -3.321 1.602 0.4683
H 3.778 -2.844 3.152 0.3917
H 6.131 -0.041 2.756 0.3518
H 5.828 -1.574 3.586 0.3643
```

***

# 2
This record from OMol25 describes C22H29BCsF4IN5O4S as an isolated structure in a non-equilibrium geometry. The level of theory is wB97M-V/def2-TZVPD.

Results
Energy relative to the best compared isomer or geometry (same formula, charge and spin) (kcal per mole): 11.98
Frontier orbital gap (eV): 6.89
Charge: -1
Spin multiplicity: 1
Lowest unoccupied orbital energy (eV): 2.043

The geometry in XYZ format:
```
68
Properties=species:S:1:pos:R:3:mulliken_charge:R:1
Cs 0.001 -0.015 1.034 1.0659
C -2.142 0.730 -3.065 -0.6135
C -1.186 1.876 -2.942 0.4424
N -1.391 2.952 -3.655 -0.7222
C -0.511 3.974 -3.556 -0.8971
C 0.602 3.943 -2.757 0.6145
C 1.507 5.143 -2.743 -0.8430
O 1.561 5.793 -1.472 -0.5281
C 0.842 2.804 -1.942 0.5329
C 2.040 2.744 -1.138 -0.6666
N 2.260 1.965 -0.137 0.1357
C 3.576 1.964 0.354 0.0180
C 4.667 1.841 -0.514 0.0901
C 5.966 1.793 -0.037 -0.7255
C 6.209 1.859 1.326 -0.5537
C 5.142 1.963 2.203 -0.4156
C 3.840 2.007 1.727 -0.2385
I 2.287 2.128 3.110 0.1033
C -0.074 1.713 -2.016 0.3037
O 0.027 0.649 -1.351 -1.1946
H -2.904 0.963 -3.806 0.4140
H -2.612 0.503 -2.104 0.0482
H -1.604 -0.179 -3.346 0.1814
H -0.719 4.846 -4.167 0.2910
H 1.171 5.849 -3.509 0.3122
H 2.540 4.875 -2.980 0.3386
H 0.694 5.693 -1.067 0.3875
H 2.828 3.441 -1.439 0.4906
H 4.475 1.745 -1.575 0.4926
H 6.788 1.687 -0.734 0.3522
H 7.220 1.811 1.709 0.3562
H 5.316 2.003 3.270 0.3501
C -3.814 -0.622 1.511 -0.6591
O -2.936 0.019 2.419 -0.2673
C -2.836 -0.676 3.643 -0.3635
C -1.828 0.035 4.529 -0.6798
O -0.486 -0.150 4.147 -0.1332
C 0.060 -1.394 4.580 -0.6929
H -4.824 -0.690 1.934 0.3501
H -3.458 -1.620 1.249 0.3205
H -3.844 -0.020 0.605 0.1216
H -2.549 -1.721 3.468 0.2942
H -3.808 -0.667 4.161 0.3582
H -1.964 -0.277 5.573 0.3635
H -2.026 1.109 4.480 0.2849
H -0.081 -1.506 5.661 0.3280
H 1.120 -1.384 4.340 0.1761
H -0.391 -2.245 4.066 0.2891
F 2.254 -4.951 2.109 -0.3701
B 1.640 -3.920 2.830 0.5810
F 0.248 -4.132 2.870 -0.4178
F 2.161 -3.796 4.111 -0.3763
F 1.858 -2.692 2.113 -0.3879
C -3.564 -2.915 -4.291 -0.8480
C -3.862 -3.535 -2.926 -0.4393
C -2.710 -3.424 -1.981 0.2480
N -2.739 -2.712 -0.911 -0.4643
N -1.565 -2.690 -0.216 0.0590
C -0.640 -3.420 -0.771 0.2653
N 0.632 -3.491 -0.328 -0.2343
S -1.172 -4.205 -2.236 -0.2845
H -4.436 -2.972 -4.944 0.3616
H -2.738 -3.426 -4.789 0.3180
H -3.287 -1.866 -4.181 0.1097
H -4.152 -4.583 -3.042 0.2977
H -4.693 -3.020 -2.444 0.2480
H 0.808 -3.255 0.645 0.0423
H 1.207 -4.244 -0.662 0.2790
```

***

# 3
This record from OMol25 describes C8H13ClINO as an isolated structure in a non-equilibrium geometry. The level of theory is wB97M-V/def2-TZVPD.

Results
Energy relative to the best compared isomer or geometry (same formula, charge and spin) (kcal per mole): 0.00
Frontier orbital gap (eV): 9.41
Spin multiplicity: 1
Lowest unoccupied orbital energy (eV): -0.264

The geometry in XYZ format:
```
25
Properties=species:S:1:pos:R:3:mulliken_charge:R:1
C -0.541 0.982 2.509 0.4822
C -1.266 0.034 1.543 -0.7486
C -0.241 -0.891 0.804 -1.1673
C 0.422 2.111 0.454 -1.1112
C 0.404 -0.373 -0.458 1.2734
C 1.163 0.948 -0.104 -0.0712
C -0.714 -0.171 -1.614 -1.2966
C 1.354 -1.456 -0.942 -1.5545
N 0.081 2.027 1.866 -0.1947
O -0.613 0.990 3.745 -0.6500
Cl 2.544 0.602 1.048 -0.1215
I 2.290 1.739 -1.913 0.1207
H -1.803 -0.718 2.218 0.3132
H -1.935 0.428 0.858 0.4702
H 0.403 -1.109 1.707 0.3508
H -0.745 -1.823 0.502 0.5067
H 1.165 2.899 0.488 0.5910
H -0.361 2.237 -0.261 0.3299
H -0.162 0.370 -2.497 0.2501
H -1.591 0.397 -1.064 0.2695
H -1.013 -1.161 -1.785 0.5553
H 1.493 -1.435 -2.019 0.4524
H 0.835 -2.546 -0.840 0.3161
H 2.251 -1.494 -0.235 0.3450
H 0.712 2.474 2.610 0.2891
```

***

# 4
This record from OMol25 describes C8H9Br3N4 in the gas phase in a non-equilibrium geometry. The level of theory is wB97M-V/def2-TZVPD.

Results
Frontier orbital gap (eV): 8.30
SMILES string: C/C(Br)=C(\Br)c1nnc(C[C@H](C)Br)nn1
Spin multiplicity: 1
Lowest unoccupied orbital energy (eV): -1.180

The geometry in XYZ format:
```
24
Properties=species:S:1:pos:R:3:mulliken_charge:R:1
C 4.581 2.176 -0.843 -1.0405
C 3.182 1.500 -0.444 0.3845
Br 2.048 2.601 0.770 -0.1646
C 2.783 0.228 -0.913 0.1217
Br 4.010 -0.689 -2.158 -0.1438
C 1.392 -0.409 -0.436 0.3592
N 1.265 -0.538 0.930 -0.1715
N 0.110 -1.017 1.322 -0.3352
C -0.767 -1.305 0.296 0.4059
C -2.209 -1.843 0.780 -0.4575
C -3.359 -0.965 0.115 -0.2645
C -3.689 0.376 0.962 -1.0482
Br -5.073 -1.991 -0.118 -0.1649
N -0.622 -1.213 -1.072 -0.2099
N 0.534 -0.735 -1.464 -0.3125
H 4.509 2.830 -1.764 0.2652
H 5.421 1.404 -0.888 0.3852
H 4.847 2.852 0.047 0.3289
H -2.295 -2.959 0.588 0.4212
H -2.325 -1.717 1.916 0.2565
H -3.103 -0.592 -0.937 0.4130
H -4.492 0.916 0.367 0.3656
H -4.011 0.086 2.008 0.3358
H -2.738 1.003 0.937 0.2704
```

***

# 5
This record from OMol25 describes C20H35F2GeN4O3RbS as an isolated structure. The level of theory is wB97M-V/def2-TZVPD.

Results
<S²>: 0.752
Energy relative to the best compared isomer or geometry (same formula, charge and spin) (kcal per mole): 26.03
Frontier orbital gap (spin up / spin down) (eV): 6.75 / 6.75
Charge: -1
Spin multiplicity: 2
Lowest unoccupied orbital energy (spin up / spin down) (eV): 2.248 / 2.245

The geometry in XYZ format:
```
67
Properties=species:S:1:pos:R:3:mulliken_charge:R:1
Rb -0.266 -0.696 -0.495 -0.2336
N -1.858 -5.087 1.222 -0.4575
C -1.224 -4.251 0.342 0.5474
S -2.203 -3.382 -0.755 -0.4326
N 0.100 -4.275 0.492 -1.2473
N 0.758 -3.460 -0.349 0.8029
C 2.036 -3.484 -0.260 -0.8679
C 2.881 -2.632 -1.102 0.9678
C 4.268 -2.827 -1.086 -0.9559
C 5.074 -2.045 -1.888 -0.2718
C 4.487 -1.079 -2.694 -0.8491
C 3.109 -0.944 -2.638 -0.1386
N 2.319 -1.683 -1.866 0.1274
H -2.843 -4.936 1.344 0.2213
H -1.311 -5.394 2.010 0.2405
H 2.528 -4.164 0.438 0.1918
H 4.688 -3.594 -0.448 0.3826
H 6.148 -2.186 -1.887 0.3997
H 5.075 -0.442 -3.339 0.3953
H 2.609 -0.194 -3.244 0.3703
C 1.737 -0.270 3.141 -1.5029
C 0.347 0.358 3.028 1.2538
C 0.174 1.402 4.135 -1.8636
C -0.720 -0.728 3.177 -0.9601
O 0.276 0.947 1.745 0.6236
Ge -0.962 2.280 1.205 -0.8146
O -2.240 0.949 0.801 0.1595
C -3.488 1.149 0.172 1.5514
C -4.020 2.567 0.396 -1.9052
C -4.456 0.132 0.773 -1.6261
C -3.343 0.895 -1.333 -1.1421
O -0.298 2.189 -0.578 0.3951
C 0.814 2.905 -1.064 1.4784
C 2.118 2.249 -0.593 -0.9235
C 0.786 4.369 -0.617 -1.8664
C 0.739 2.844 -2.591 -1.5590
H 1.869 -0.775 4.101 0.4016
H 2.502 0.503 3.038 0.3852
H 1.881 -1.002 2.342 0.1673
H 0.336 0.954 5.118 0.4478
H -0.831 1.828 4.112 0.3824
H 0.888 2.216 3.994 0.3523
H -0.700 -1.160 4.181 0.4564
H -0.556 -1.536 2.459 0.0801
H -1.708 -0.308 2.982 0.1443
H -4.066 2.789 1.464 0.3839
H -5.022 2.672 -0.029 0.4474
H -3.368 3.304 -0.079 0.3885
H -4.581 0.325 1.841 0.3781
H -4.053 -0.875 0.647 0.2358
H -5.435 0.182 0.289 0.3971
H -2.571 1.551 -1.740 0.1093
H -4.284 1.074 -1.861 0.4400
H -3.061 -0.146 -1.514 0.1776
H 2.127 2.178 0.495 0.0602
H 2.991 2.816 -0.929 0.4980
H 2.197 1.235 -0.993 0.0484
H 0.901 4.449 0.465 0.3776
H -0.169 4.823 -0.889 0.3474
H 1.593 4.933 -1.092 0.4615
H 0.721 1.802 -2.919 0.1352
H 1.595 3.343 -3.054 0.4009
H -0.180 3.321 -2.937 0.4034
F 0.315 -1.714 -4.433 -0.2463
C -0.709 -1.823 -3.583 0.1836
F -1.851 -1.860 -4.265 -0.2534
H -0.612 -2.583 -2.805 0.3173
```

***

# 6
This record from OMol25 describes a 3-piece molecular cluster, C6H20NO3 overall in a non-equilibrium geometry. The level of theory is wB97M-V/def2-TZVPD.

Results
Energy relative to the best compared isomer or geometry (same formula, charge and spin) (kcal per mole): 12.79
Frontier orbital gap (eV): 11.40
Charge: +1
Spin multiplicity: 1
Lowest unoccupied orbital energy (eV): -2.911

The geometry in XYZ format:
```
30
Properties=species:S:1:pos:R:3:mulliken_charge:R:1
C -1.027 1.386 -1.126 -0.8855
O -2.304 0.989 -0.547 -0.5524
C 0.031 0.554 -0.388 -0.0903
C 0.634 -0.559 -1.233 0.1137
C -0.349 -1.631 -1.711 -1.4314
C 1.947 -1.077 -0.631 -0.4429
C 3.258 -0.449 -1.162 -1.3481
N -0.487 0.014 0.892 -0.2270
H -0.915 2.443 -0.902 0.3289
H -1.061 1.098 -2.168 0.4658
H -2.974 1.356 -1.133 0.3406
H 0.821 1.236 -0.127 0.5289
H 0.927 -0.143 -2.182 0.4156
H -0.992 -1.238 -2.491 0.3698
H 0.100 -2.585 -1.969 0.4173
H -1.091 -1.910 -0.945 0.2711
H 1.968 -0.970 0.458 0.1227
H 2.108 -2.129 -0.873 0.3720
H 4.034 -0.677 -0.436 0.3859
H 3.180 0.620 -1.357 0.3243
H 3.529 -0.901 -2.112 0.3650
H -1.262 -0.630 0.759 0.4141
H -0.772 0.768 1.546 0.3613
H 0.243 -0.495 1.372 0.4464
H -1.730 -1.512 3.682 0.2983
H -2.026 0.000 3.490 0.2935
O -1.672 -0.787 3.057 -0.5860
H -1.812 2.915 2.349 0.2768
H -0.848 2.269 3.301 0.3304
O -1.457 2.046 2.587 -0.6789
```

***

# 7
This record from OMol25 describes CH2N2P2 in the gas phase in a non-equilibrium geometry. The level of theory is wB97M-V/def2-TZVPD.

Results
Energy relative to the best compared isomer or geometry (same formula, charge and spin) (kcal per mole): 62.35
Frontier orbital gap (eV): 7.31
Spin multiplicity: 1
Lowest unoccupied orbital energy (eV): -0.765

The geometry in XYZ format:
```
7
Properties=species:S:1:pos:R:3:mulliken_charge:R:1
C 0.455 -0.744 -0.523 -0.0722
N 1.532 -0.431 -0.090 -0.5710
N -0.555 0.777 1.222 -0.0752
P 0.773 0.935 1.809 0.2498
P -1.377 -0.066 0.036 0.0671
H 0.391 -1.419 -1.519 0.3257
H -1.219 0.948 -0.935 0.0757
```

***

# 8
This record from OMol25 describes a 7-piece molecular cluster, C4H19N2O6 overall in a non-equilibrium geometry. The level of theory is wB97M-V/def2-TZVPD.

Results
Energy relative to the best compared isomer or geometry (same formula, charge and spin) (kcal per mole): 3.66
Frontier orbital gap (eV): 10.40
Charge: +1
Spin multiplicity: 1
Lowest unoccupied orbital energy (eV): -2.477

The geometry in XYZ format:
```
31
Properties=species:S:1:pos:R:3:mulliken_charge:R:1
C -1.607 0.489 -1.995 -1.1527
C -0.215 0.335 -1.501 0.7450
C 0.934 -0.138 -2.064 -0.7091
N 1.783 -0.445 -1.042 0.0942
C 1.207 -0.228 0.136 -0.5903
N 0.012 0.278 -0.131 0.2388
H -1.981 1.506 -1.921 0.1755
H -2.243 -0.097 -1.341 0.3171
H -1.683 0.200 -3.038 0.3742
H 1.179 -0.085 -3.109 0.3813
H 2.692 -0.812 -1.224 0.2220
H 1.664 -0.554 1.051 0.6753
H -0.654 0.567 0.591 0.2774
H -2.218 4.415 0.179 0.2870
H -2.833 3.970 -1.149 0.3035
O -2.429 3.633 -0.343 -0.6497
H 1.763 -3.841 -0.134 0.3231
H 0.833 -2.749 0.353 0.2973
O 1.575 -2.899 -0.249 -0.6736
H 1.407 -3.764 -3.343 0.3277
H 1.520 -2.924 -2.086 0.3558
O 1.928 -3.049 -2.960 -0.6179
H 0.453 1.780 3.160 0.2963
H 1.274 1.561 4.486 0.2953
O 1.025 1.178 3.641 -0.5942
H -2.083 2.311 0.850 0.3711
H -2.340 1.864 2.302 0.3020
O -1.902 1.594 1.488 -0.6905
H 0.855 -0.822 3.326 0.3115
H -0.274 -1.857 3.323 0.2696
O 0.357 -1.417 2.746 -0.5632
```

***

For each record above, in turn, the calculated E_tot values are -1589.75975 -2571.14529 -1200.47514 -8251.15632 -3926.86757 -520.85214 -831.42600 -724.57459 a.u..